Below is a cluster of 2 separate species, CH5ClNO2P in total at a distorted geometry, with properties calculated with ωB97M-V with the def2-TZVPD basis set.

spin multiplicity = 3
energy above the lowest of the compared OMol25 structures with the same formula, charge and spin = 0.0 kJ/mol
⟨S²⟩ = 2.01

Structure (XYZ):
```
11
Properties=species:S:1:pos:R:3:forces:R:3
C -1.62391 0.09472 -0.12919 1.9 -2.7 -0.2
N 1.52153 -0.62085 0.79643 -1.4 3.1 1.1
O 1.59019 1.95303 1.03720 2.4 4.0 3.0
O -0.70750 0.89524 0.55582 0.2 0.5 1.0
P 0.88404 0.93161 0.39374 -2.0 -4.8 -3.7
Cl 0.06000 -0.86774 -2.78734 0.0 0.0 0.0
H -1.14131 -0.48542 -0.98178 -0.1 0.8 0.2
H -2.34007 0.73281 -0.55673 -1.4 0.3 -0.2
H -1.89291 -0.79599 0.49660 -0.6 1.2 -0.2
H 1.15649 -1.40442 0.34951 -0.1 -1.5 -1.0
H 2.49345 -0.43299 0.82573 1.2 -0.8 -0.1
```
Forces are in eV/Å.

***

Below is a structure of composition C16H30KO8S2, with properties calculated with ωB97M-V with the def2-TZVPD basis set.

total energy = -2625.75370 Eh
total charge = +1

Structure (XYZ):
```
57
Properties=species:S:1:pos:R:3:forces:R:3
K -21.83161 -15.09809 -29.78706 0.3 -0.1 -0.4
C -21.24983 -18.54043 -33.37259 0.0 0.1 -0.4
S -20.99980 -18.61601 -31.61044 0.2 -0.1 0.0
O -21.06575 -17.20871 -31.11305 0.0 0.2 0.2
C -22.55510 -19.37633 -31.22248 -0.3 -0.5 0.0
H -21.11094 -19.53447 -33.79739 0.1 0.0 0.0
H -20.48618 -17.86617 -33.75836 0.0 -0.1 0.0
H -22.23514 -18.16035 -33.64324 0.0 0.1 0.2
H -22.63729 -20.30445 -31.79381 0.0 0.0 0.0
H -23.37120 -18.70657 -31.48515 0.0 0.1 0.0
H -22.57200 -19.62939 -30.16408 0.0 0.1 0.0
C -19.07836 -12.93406 -33.70060 0.3 0.0 -0.1
S -18.84066 -13.54460 -32.03407 0.2 -0.1 0.0
O -20.14293 -13.39417 -31.32481 -0.5 0.0 0.2
C -18.66270 -15.26978 -32.45548 -0.2 -0.1 -0.3
H -18.30448 -13.34828 -34.34778 0.1 0.0 0.1
H -18.95434 -11.85480 -33.65993 -0.2 0.0 -0.1
H -20.05601 -13.22498 -34.07995 -0.1 0.0 0.2
H -17.77549 -15.35085 -33.08398 0.1 -0.2 0.1
H -19.54426 -15.60203 -33.00653 0.0 0.1 0.0
H -18.58662 -15.84801 -31.53883 0.1 0.0 0.1
O -24.12134 -16.16663 -31.16138 0.1 0.1 0.2
C -25.10907 -16.08695 -31.84650 -0.1 0.0 0.0
O -25.20511 -16.76042 -32.99678 -0.1 0.0 0.0
C -26.45364 -16.49201 -33.67539 -0.2 0.0 -0.1
C -27.16042 -15.36869 -32.89837 0.1 -0.1 0.1
C -26.36021 -15.27570 -31.59078 0.0 0.0 -0.4
H -27.04081 -17.40856 -33.68528 0.1 -0.1 0.1
H -26.20866 -16.22932 -34.70050 0.0 0.0 0.0
H -28.20148 -15.62508 -32.72252 0.0 0.0 0.0
H -27.14850 -14.42467 -33.43765 0.1 0.0 -0.1
H -26.89888 -15.70722 -30.74949 0.1 0.0 0.1
H -26.06574 -14.25775 -31.34980 -0.1 0.0 0.2
O -19.05256 -15.30779 -28.97578 -0.2 0.1 0.0
C -18.16818 -14.83663 -28.30769 0.1 0.0 0.4
O -17.67645 -15.48867 -27.23998 -0.1 0.0 -0.1
C -16.63707 -14.71507 -26.60648 0.4 0.0 0.1
C -16.18890 -13.70462 -27.66089 0.1 -0.1 0.3
C -17.45923 -13.50428 -28.45859 -0.2 -0.3 -0.5
H -15.84048 -15.39644 -26.31915 -0.1 -0.1 0.0
H -17.03069 -14.24024 -25.70730 -0.2 0.0 -0.1
H -15.41407 -14.15552 -28.28001 0.0 0.1 -0.1
H -15.78779 -12.80033 -27.21113 0.0 0.0 0.0
H -17.30854 -13.31396 -29.51906 0.0 0.2 0.0
H -18.11897 -12.73404 -28.05638 0.0 0.1 0.0
O -19.80244 -20.86592 -26.26441 0.0 -0.1 0.0
C -20.15184 -19.74169 -26.44432 0.2 0.0 -0.1
O -20.14804 -18.81018 -25.45905 -0.1 -0.3 0.0
C -20.78863 -17.60691 -25.85480 0.1 0.5 -0.2
C -21.14722 -17.73998 -27.35258 -0.5 0.2 0.1
C -20.60936 -19.10927 -27.74258 -0.1 0.1 -0.4
H -20.09445 -16.78888 -25.66069 0.0 0.0 -0.1
H -21.67044 -17.45683 -25.23298 0.0 -0.1 0.0
H -20.73723 -16.92901 -27.94884 0.4 -0.1 0.1
H -22.23351 -17.69231 -27.48172 0.1 -0.1 0.1
H -19.76979 -19.05791 -28.43803 0.1 0.0 0.2
H -21.34253 -19.74604 -28.23638 0.0 -0.1 0.2
```
Forces are in eV/Å.

***

Below is the molecule C16H22N2O2S2 at a distorted geometry, with properties calculated with ωB97M-V with the def2-TZVPD basis set.

energy above the lowest of the compared OMol25 structures with the same formula, charge and spin = 123.5 kJ/mol
SMILES string = CCCN(CCC)S(=O)(=O)c1cccc(-c2csc(C)n2)c1

Structure (XYZ):
```
44
Properties=species:S:1:pos:R:3:forces:R:3
C -4.70304 1.39280 -1.38797 -0.1 -0.2 0.1
C -4.81104 -0.01650 -0.81933 0.1 0.2 0.2
C -3.84303 -0.28216 0.33904 -0.6 -0.5 -0.3
N -2.45246 -0.05011 0.01158 0.4 -0.6 -0.9
C -1.82570 1.21126 0.32758 0.6 0.2 0.5
C -1.08240 1.15520 1.66621 0.0 0.2 -0.2
C -0.33466 2.45433 1.93666 -0.1 -0.2 0.0
S -1.76837 -0.89207 -1.24537 0.2 0.2 0.5
O -1.47923 -0.01895 -2.35210 0.2 0.0 0.2
O -2.56425 -2.05963 -1.48219 -0.1 -0.1 0.3
C -0.21408 -1.37906 -0.49942 -0.4 0.2 -0.4
C -0.22881 -2.36050 0.47370 0.0 -0.1 0.1
C 0.96122 -2.70564 1.09433 -0.3 0.0 -0.1
C 2.13769 -2.07018 0.74030 0.1 0.2 -0.2
C 2.15171 -1.08509 -0.24940 -0.5 -0.3 0.3
C 3.41103 -0.44471 -0.60176 0.3 0.8 -0.8
C 3.61367 0.48507 -1.58556 0.1 -0.2 0.2
S 5.25896 0.96249 -1.65389 -0.2 -0.5 0.6
C 5.58100 -0.14532 -0.32016 0.2 0.7 -0.8
C 6.94476 -0.29483 0.23420 0.3 0.0 0.1
N 4.54511 -0.77169 0.08727 -0.1 -0.5 0.6
C 0.95004 -0.74396 -0.87131 0.1 0.0 0.0
H -3.71849 1.54633 -1.82341 0.1 0.1 -0.1
H -4.87484 2.14060 -0.61482 0.0 0.1 0.0
H -5.44475 1.53571 -2.17045 0.0 0.1 -0.1
H -4.59706 -0.73787 -1.60799 -0.2 -0.1 0.0
H -5.82620 -0.19479 -0.45638 0.0 -0.1 0.0
H -4.08852 0.34743 1.19814 0.1 0.0 0.0
H -3.93689 -1.33059 0.63622 -0.1 0.1 0.1
H -2.56775 2.01418 0.35487 0.0 0.0 -0.1
H -1.12134 1.43176 -0.47830 0.0 0.3 0.1
H -0.37930 0.32072 1.64942 0.0 -0.1 0.0
H -1.80182 0.96742 2.46568 0.0 -0.1 0.0
H 0.40281 2.63527 1.15815 0.1 0.1 -0.1
H -1.02338 3.29598 1.95885 0.0 0.2 0.0
H 0.18012 2.40580 2.89283 0.1 0.1 0.1
H -1.16382 -2.83700 0.71972 -0.1 -0.1 0.1
H 0.97163 -3.47039 1.85631 0.0 -0.1 0.1
H 3.06979 -2.32691 1.21901 0.0 0.0 0.0
H 2.90732 0.90678 -2.27029 -0.2 0.1 -0.1
H 6.92376 -1.01239 1.04972 0.0 0.0 0.0
H 7.31176 0.66190 0.60296 0.1 0.0 0.1
H 7.63066 -0.64404 -0.53637 0.1 0.0 0.0
H 0.89820 0.00336 -1.64626 0.1 0.1 -0.1
```
Forces are in eV/Å.

***

Below is a cluster of 2 separate species, C4H5NO in total at a distorted geometry, with properties calculated with ωB97M-V with the def2-TZVPD basis set.

energy above the lowest of the compared OMol25 structures with the same formula, charge and spin = 391.4 kJ/mol

Structure (XYZ):
```
11
Properties=species:S:1:pos:R:3:forces:R:3
C 1.58211 -0.53620 0.45543 0.9 -0.3 0.1
C -1.01028 1.23817 -1.17001 -0.3 0.4 -0.4
C -0.47551 0.07113 -0.96692 0.9 0.0 3.6
C 0.38296 -0.20900 1.11281 -2.2 0.5 -3.4
N 2.51468 -0.85734 -0.13825 0.3 -0.1 0.0
O -0.31275 -1.15474 1.79186 0.3 -0.2 0.2
H -1.49924 1.48658 -2.10628 0.0 0.0 -0.2
H -1.00093 2.02948 -0.43724 0.0 0.1 0.2
H -0.40035 -0.82103 -1.54762 0.1 -0.4 -0.3
H 0.25014 0.79095 1.49525 0.1 0.0 0.1
H -0.03083 -2.03800 1.51097 -0.1 0.2 0.1
```
Forces are in eV/Å.